12 unconnected molecules or ions with the total composition C43H75F21O29S5 at a distorted geometry. Source: OMol25; level of theory: ωB97M-V/def2-TZVPD.

## Properties
Multiplicity ... 2
LUMO level (alpha / beta) ... -0.2040 / -0.3876 Ha
Charge ... +1
Frontier orbital gap (alpha / beta) ... 6.93 / 1.94 eV
Expectation value of S² ... 0.759

```
173
C43H75F21O29S5 | OMol25 | ωB97M-V/def2-TZVPD
O -5.083 5.404 -6.195
S -3.775 6.010 -6.051
O -3.738 7.405 -5.566
O -2.835 4.993 -5.086
C -2.925 3.613 -5.308
C -2.693 2.892 -3.992
C -2.774 5.955 -7.564
H -2.168 3.352 -6.048
H -3.908 3.333 -5.687
H -2.477 1.828 -4.095
H -3.577 2.807 -3.359
H -2.014 3.453 -3.349
H -2.939 6.833 -8.187
H -2.965 5.052 -8.144
H -1.727 5.903 -7.264
O -10.179 -2.631 -2.447
S -8.918 -2.961 -1.780
O -8.325 -4.326 -1.910
O -7.822 -1.871 -2.275
C -6.503 -2.165 -1.881
C -5.562 -0.940 -1.718
C -9.126 -2.402 0.081
H -6.073 -2.960 -2.489
H -6.656 -2.555 -0.874
H -5.885 -0.385 -0.837
H -5.734 -0.311 -2.591
H -4.506 -1.181 -1.599
H -8.210 -2.576 0.646
H -9.938 -2.988 0.512
H -9.336 -1.336 -0.013
O -3.741 -0.169 -5.053
S -2.512 -0.942 -4.931
O -1.634 -0.918 -3.760
O -2.768 -2.527 -5.385
C -3.594 -3.276 -4.499
C -3.227 -4.751 -4.479
C -1.461 -0.428 -6.368
H -4.593 -3.331 -4.932
H -3.718 -2.748 -3.554
H -3.930 -5.445 -4.020
H -2.168 -4.830 -4.233
H -3.301 -4.997 -5.539
H -2.019 -0.538 -7.298
H -0.518 -0.974 -6.395
H -1.273 0.620 -6.133
O -4.280 0.649 6.120
S -2.843 0.727 5.796
O -1.886 1.471 6.563
O -2.206 -0.793 5.622
C -0.869 -1.074 6.022
C -0.850 -1.709 7.441
C -2.686 1.250 3.958
H -0.197 -0.219 5.949
H -0.502 -1.842 5.342
H -1.279 -1.118 8.250
H 0.172 -1.890 7.774
H -1.271 -2.714 7.403
H -3.420 0.772 3.310
H -1.694 1.128 3.522
H -2.795 2.332 4.021
O 0.023 4.236 0.978
S -1.238 4.403 0.316
O -1.290 4.547 -1.145
O -2.366 3.211 0.733
C -3.486 3.034 -0.088
C -4.586 2.118 0.601
C -2.039 5.921 1.207
H -3.147 2.643 -1.048
H -4.005 3.992 -0.108
H -5.467 2.010 -0.033
H -4.857 2.434 1.608
H -4.028 1.183 0.643
H -3.101 5.889 0.965
H -1.592 6.799 0.741
H -1.816 5.799 2.267
C -1.288 0.452 -0.901
C -0.134 0.888 0.047
O 0.731 -0.156 0.495
C 0.355 -0.991 1.387
O -0.786 -1.026 1.912
C 1.506 -2.017 1.679
F 1.004 -3.230 1.971
F 2.333 -2.069 0.666
F 2.268 -1.599 2.697
H -0.956 -0.438 -1.436
H -1.453 1.233 -1.643
H -2.163 0.156 -0.323
H -0.586 1.525 0.808
H 0.554 1.539 -0.492
C 5.674 2.661 4.659
C 5.551 1.299 4.092
O 5.993 1.151 2.805
C 5.732 0.089 1.988
O 5.158 -1.012 2.288
C 6.128 0.375 0.474
F 7.240 1.014 0.415
F 6.388 -0.743 -0.228
F 5.116 1.023 -0.149
H 4.996 2.928 5.470
H 5.561 3.446 3.912
H 6.661 2.778 5.106
H 4.523 0.937 4.132
H 6.100 0.650 4.775
C 1.782 2.331 2.855
C 1.924 3.536 3.803
O 1.537 3.098 5.100
C 1.549 3.919 6.215
O 1.905 5.080 6.199
C 1.101 3.229 7.551
F 0.045 3.869 7.963
F 0.804 1.969 7.235
F 2.119 3.299 8.476
H 0.898 1.719 3.033
H 2.601 1.631 3.023
H 1.712 2.746 1.850
H 1.226 4.311 3.486
H 2.941 3.925 3.748
C 2.442 0.384 -2.814
C 1.925 -0.964 -3.127
O 2.642 -1.594 -4.129
C 2.269 -2.775 -4.760
O 1.355 -3.458 -4.398
C 3.171 -3.103 -5.981
F 2.858 -4.257 -6.591
F 3.243 -2.060 -6.829
F 4.392 -3.160 -5.506
H 2.476 0.965 -3.736
H 3.426 0.351 -2.346
H 1.873 0.889 -2.033
H 0.859 -0.930 -3.350
H 2.067 -1.570 -2.232
C 3.079 3.296 -1.039
C 3.511 4.788 -1.058
O 4.898 4.887 -1.160
C 5.718 4.667 -0.093
O 5.230 4.398 1.051
C 7.283 4.888 -0.261
F 7.613 6.065 0.252
F 7.907 3.851 0.346
F 7.549 4.886 -1.550
H 3.620 2.622 -1.704
H 2.019 3.358 -1.285
H 2.984 2.817 -0.064
H 3.096 5.173 -0.127
H 3.012 5.305 -1.877
C -1.720 -3.059 -0.534
C -1.042 -3.146 -1.921
O -0.559 -4.426 -2.267
C 0.552 -4.932 -1.632
O 0.999 -4.531 -0.530
C 1.087 -6.144 -2.406
F 0.427 -6.372 -3.576
F 2.347 -5.968 -2.721
F 1.041 -7.258 -1.603
H -2.267 -2.120 -0.449
H -1.013 -3.026 0.295
H -2.373 -3.917 -0.373
H -0.195 -2.462 -1.864
H -1.761 -2.648 -2.572
C 6.885 -7.298 4.352
C 5.381 -7.800 4.437
O 4.459 -6.952 3.704
C 3.611 -6.134 4.440
O 3.499 -6.203 5.642
C 2.737 -5.223 3.560
F 1.673 -4.733 4.220
F 3.440 -4.089 3.237
F 2.381 -5.886 2.396
H 7.619 -8.008 4.733
H 6.901 -6.343 4.878
H 7.079 -7.051 3.309
H 5.165 -7.948 5.495
H 5.206 -8.749 3.929
```